Molecular formula: C48H52CoF12N2O4
Method: DFT, ωB97M-V/def2-TZVPD

```
119
C48H52CoF12N2O4 ωB97M-V/def2-TZVPD
Co -0.180 -0.438 -0.844
C 5.041 -4.276 -3.403
C 3.720 -3.581 -3.160
C 2.897 -3.165 -4.203
C 1.755 -2.441 -3.947
C 1.360 -2.040 -2.643
N 0.354 -1.110 -2.509
C 0.283 -0.133 -3.559
C 1.511 0.460 -3.910
C 1.642 1.433 -4.873
C 0.522 1.874 -5.567
C 0.610 2.950 -6.622
C -0.697 1.310 -5.231
C -0.860 0.325 -4.248
C -2.304 -0.181 -3.907
O -2.414 -1.353 -3.370
C -3.220 -0.166 -5.241
F -4.317 -0.915 -5.040
F -3.701 1.029 -5.723
F -2.553 -0.733 -6.280
C -2.873 1.004 -2.980
F -2.102 1.141 -1.864
F -4.131 0.772 -2.562
F -2.888 2.250 -3.542
C 2.070 -2.663 -1.585
C 3.244 -3.367 -1.877
C 1.534 -2.704 -0.145
O 0.423 -1.990 0.131
C 2.628 -2.272 0.908
F 3.752 -3.038 0.994
F 2.100 -2.266 2.149
F 3.050 -1.022 0.644
C 1.141 -4.201 0.141
F 0.404 -4.308 1.262
F 0.406 -4.693 -0.868
F 2.199 -5.040 0.302
H 5.541 -3.866 -4.284
H 4.914 -5.354 -3.565
H 5.705 -4.149 -2.545
H 3.156 -3.405 -5.232
H 1.118 -2.146 -4.771
H 2.388 0.128 -3.373
H 2.620 1.863 -5.082
H 1.647 3.126 -6.920
H 0.199 3.894 -6.250
H 0.038 2.673 -7.512
H -1.565 1.661 -5.772
H 3.820 -3.780 -1.062
C 2.621 3.646 4.698
C 1.376 3.939 3.846
C 1.400 5.413 3.414
C 0.144 3.722 4.727
C 1.370 3.035 2.614
C 0.339 2.153 2.343
C 0.403 1.327 1.221
N -0.519 0.384 0.824
C -1.510 -0.192 1.521
C -1.818 -0.092 2.897
C -2.926 -0.729 3.389
C -3.707 -1.533 2.508
C -3.389 -1.772 1.193
C -2.263 -1.076 0.669
O -1.876 -1.192 -0.540
C -4.123 -2.783 0.315
C -5.246 -3.484 1.081
C -4.720 -2.082 -0.923
C -3.117 -3.852 -0.163
C -3.335 -0.630 4.856
C -2.334 0.179 5.682
C -3.427 -2.037 5.474
C -4.705 0.057 4.956
C 1.462 1.436 0.265
O 1.328 0.739 -0.842
C 2.542 2.301 0.563
C 2.445 3.068 1.723
C 3.789 2.515 -0.316
C 3.639 3.849 -1.061
C 5.054 2.567 0.560
C 4.015 1.411 -1.353
H 2.617 4.258 5.607
H 3.540 3.860 4.146
H 2.642 2.591 4.985
H 1.373 6.075 4.288
H 0.535 5.637 2.783
H 2.302 5.641 2.841
H 0.206 4.365 5.609
H 0.080 2.684 5.068
H -0.778 3.969 4.193
H -0.543 2.137 2.965
H -1.133 0.411 3.562
H -4.577 -2.030 2.924
H -6.015 -2.774 1.406
H -4.863 -4.016 1.960
H -5.722 -4.216 0.424
H -5.269 -1.178 -0.638
H -5.412 -2.761 -1.437
H -3.929 -1.805 -1.629
H -2.625 -4.340 0.685
H -2.355 -3.398 -0.795
H -3.646 -4.609 -0.753
H -1.344 -0.287 5.672
H -2.675 0.230 6.719
H -2.239 1.202 5.307
H -2.487 -2.575 5.326
H -4.226 -2.625 5.015
H -3.628 -1.970 6.549
H -4.650 1.070 4.549
H -5.029 0.118 6.002
H -5.464 -0.490 4.391
H 3.254 3.759 1.937
H 3.519 4.681 -0.359
H 2.758 3.821 -1.710
H 4.523 4.042 -1.680
H 5.095 3.463 1.185
H 5.940 2.574 -0.083
H 5.102 1.689 1.210
H 3.178 1.349 -2.033
H 4.121 0.435 -0.872
H 4.928 1.629 -1.918
```

Its LUMO energy (alpha / beta) is 3.83 / 3.39 eV. The expectation value of S² is 1.06. The net charge is -2. As for the HOMO-LUMO gap (alpha / beta): 5.5 / 5.0 eV. Its multiplicity is 2.

---

Molecular formula: C48H52F9FeGeN2O4PS
Method: DFT, ωB97M-V/def2-TZVPD

```
119
C48H52F9FeGeN2O4PS ωB97M-V/def2-TZVPD
Fe 0.754 0.655 -0.189
C 2.807 0.325 3.776
C 2.433 1.344 2.702
C 3.168 2.661 2.906
O 2.709 0.790 1.375
C 0.918 1.595 2.790
O 0.470 2.184 3.801
O 0.184 1.144 1.782
H 3.890 0.176 3.812
H 2.339 -0.638 3.595
H 2.494 0.700 4.752
H 4.241 2.509 3.041
H 2.772 3.127 3.806
H 3.007 3.337 2.072
H 3.574 1.074 1.055
C 0.333 -3.988 -3.543
C -0.200 -2.880 -2.717
C -1.493 -2.305 -2.670
C -1.442 -1.298 -1.678
N -0.189 -1.244 -1.135
N 0.542 -2.227 -1.785
C -2.497 -0.393 -1.215
H -0.387 -4.180 -4.336
H 0.490 -4.892 -2.943
H 1.284 -3.705 -3.999
H -2.348 -2.577 -3.265
H 1.528 -2.385 -1.597
H -3.360 -0.928 -0.817
H -2.865 0.203 -2.052
H -2.137 0.297 -0.444
C 5.699 0.856 -1.444
Ge 4.190 0.138 -2.513
C 4.318 0.967 -4.329
C 4.415 -1.818 -2.776
C 2.423 0.577 -1.747
H 6.619 0.761 -2.014
H 5.810 0.304 -0.517
H 5.519 1.905 -1.219
H 5.249 0.668 -4.803
H 4.314 2.054 -4.248
H 3.497 0.641 -4.960
H 5.345 -2.047 -3.296
H 3.590 -2.226 -3.354
H 4.444 -2.321 -1.811
H 1.734 0.350 -2.577
H 2.508 1.673 -1.641
O -0.244 2.071 -1.702
S -0.394 2.058 -3.263
C 1.044 2.992 -3.951
C 1.174 4.387 -3.443
C 1.328 4.638 -2.072
C 1.404 5.947 -1.604
C 1.351 7.017 -2.499
C 1.212 6.782 -3.870
C 1.108 5.476 -4.341
C -1.648 3.348 -3.636
C -2.986 2.904 -3.184
C -3.489 3.335 -1.940
C -4.730 2.892 -1.499
C -5.477 2.005 -2.279
C -4.965 1.555 -3.501
C -3.719 1.988 -3.947
H 0.919 2.964 -5.040
H 1.909 2.378 -3.691
H 1.358 3.799 -1.389
H 1.516 6.110 -0.542
H 1.449 8.033 -2.133
H 1.173 7.599 -4.574
H 0.995 5.315 -5.402
H -1.646 3.492 -4.722
H -1.339 4.272 -3.139
H -2.895 3.994 -1.320
H -5.116 3.239 -0.552
H -6.444 1.661 -1.930
H -5.533 0.854 -4.098
H -3.326 1.626 -4.885
F -2.024 0.581 8.212
C -0.758 0.452 7.676
F -0.179 1.697 7.785
F -0.062 -0.360 8.538
C -0.793 -0.047 6.290
C -0.113 -1.221 5.911
C -0.160 -1.648 4.594
C -0.886 -0.925 3.627
C -1.557 0.240 4.031
C -1.531 0.675 5.339
P -0.967 -1.335 1.871
C 0.124 -2.776 1.805
C -0.254 -4.064 2.218
C 0.647 -5.124 2.150
C 1.953 -4.904 1.672
C 2.337 -3.608 1.264
C 1.432 -2.569 1.337
C 2.920 -6.005 1.535
F 3.225 -6.274 0.219
F 4.126 -5.741 2.152
F 2.482 -7.201 2.078
C -2.599 -2.120 1.820
C -2.900 -2.987 0.760
C -4.216 -3.356 0.485
C -5.259 -2.872 1.286
C -4.958 -2.079 2.409
C -3.655 -1.706 2.670
C -6.670 -3.165 0.976
F -6.840 -3.745 -0.256
F -7.280 -4.009 1.879
F -7.447 -2.015 0.959
H 0.456 -1.791 6.642
H 0.376 -2.550 4.314
H -2.063 0.826 3.281
H -2.043 1.570 5.646
H -1.239 -4.251 2.602
H 0.339 -6.116 2.461
H 3.336 -3.439 0.890
H 1.762 -1.574 1.060
H -2.120 -3.357 0.111
H -4.434 -3.987 -0.369
H -5.746 -1.724 3.055
H -3.449 -1.087 3.529
```

The energy relative to the best compared isomer or geometry (same formula, charge and spin) is 0.0 kcal per mole. Its LUMO energy (alpha / beta) is 0.07 / 0.06 eV. The expectation value of S² is 6.01. The net charge is 0. As for the HOMO-LUMO gap (alpha / beta): 7.7 / 8.1 eV. Its multiplicity is 5.

---

Molecular formula: C48H52N6ORbSTe
Method: DFT, ωB97M-V/def2-TZVPD

```
110
C48H52N6ORbSTe ωB97M-V/def2-TZVPD
Rb -0.889 -1.326 0.630
C 1.274 -5.618 0.770
C 0.978 -4.291 0.576
N -0.269 -3.793 0.630
C -1.366 -4.617 0.880
C -1.098 -5.989 1.128
C 0.220 -6.471 1.055
C -2.116 -6.892 1.464
C -3.423 -6.458 1.608
C -3.735 -5.127 1.361
C -2.769 -4.199 0.924
N -3.070 -2.912 0.630
C -4.199 -2.228 0.326
C -5.377 -2.859 -0.120
C -6.545 -2.151 -0.376
C -6.554 -0.774 -0.231
C -5.384 -0.084 0.114
C -5.436 1.318 0.189
C -4.301 2.057 0.482
C -3.132 1.365 0.685
N -3.044 0.025 0.630
C -4.163 -0.764 0.372
H 2.293 -5.976 0.712
H 1.748 -3.559 0.361
H 0.430 -7.522 1.228
H -1.891 -7.937 1.653
H -4.203 -7.144 1.918
H -4.755 -4.803 1.539
H -5.383 -3.929 -0.300
H -7.436 -2.680 -0.693
H -7.477 -0.237 -0.426
H -6.370 1.843 0.009
H -4.327 3.136 0.541
H -2.200 1.871 0.907
C 6.607 2.992 -4.548
C 5.404 2.733 -3.688
C 4.696 1.535 -3.791
C 3.573 1.291 -2.986
C 2.863 -0.021 -3.140
C 3.136 2.267 -2.053
Te 1.429 1.828 -0.771
N -0.036 1.296 0.630
C -0.740 2.030 1.538
O -1.654 1.462 2.115
C -0.502 3.467 1.878
C -1.551 4.216 2.453
C -1.369 5.557 2.803
C -0.134 6.171 2.599
C 0.922 5.439 2.055
C 0.741 4.098 1.704
C -0.108 2.094 -2.286
C -0.794 0.984 -2.853
C -0.522 -0.447 -2.475
C -1.794 1.196 -3.813
C -2.137 2.486 -4.222
C -3.209 2.709 -5.250
C -1.477 3.580 -3.663
C -0.470 3.401 -2.702
C 0.200 4.619 -2.138
C 3.871 3.482 -1.948
C 3.534 4.583 -0.981
C 4.989 3.696 -2.769
H 6.818 2.137 -5.225
H 7.497 3.156 -3.904
H 6.434 3.896 -5.168
H 5.024 0.786 -4.502
H 3.353 -0.678 -3.891
H 1.838 0.174 -3.496
H 2.846 -0.564 -2.172
H -2.522 3.767 2.625
H -2.187 6.119 3.236
H 0.009 7.208 2.874
H 1.888 5.909 1.916
H 1.587 3.558 1.335
H 0.276 -0.557 -1.722
H -0.220 -1.021 -3.377
H -1.450 -0.901 -2.070
H -2.312 0.346 -4.243
H -3.644 1.749 -5.602
H -2.781 3.241 -6.125
H -4.023 3.324 -4.813
H -1.752 4.579 -3.983
H -0.219 5.558 -2.557
H 1.271 4.590 -2.402
H 0.070 4.649 -1.037
H 2.638 4.370 -0.388
H 3.349 5.525 -1.539
H 4.383 4.742 -0.285
H 5.547 4.623 -2.687
C 4.062 -1.530 4.665
C 3.036 -1.615 3.551
N 1.691 -1.410 4.066
C 0.582 -2.111 3.751
S -0.889 -1.326 3.720
N 0.630 -3.427 3.462
C 1.531 -4.421 4.024
C 2.068 -5.338 2.942
H 5.072 -1.672 4.268
H 3.881 -2.294 5.428
H 4.022 -0.553 5.159
H 3.119 -2.556 3.005
H 3.219 -0.815 2.824
H 1.472 -0.443 4.278
H -0.288 -3.787 3.224
H 0.945 -5.005 4.742
H 2.340 -3.955 4.589
H 1.251 -5.858 2.431
H 2.736 -6.090 3.374
H 2.626 -4.775 2.187
H 1.683 -1.326 0.630
```

Its LUMO energy (alpha / beta) is 3.82 / 3.83 eV. The expectation value of S² is 0.77. The net charge is -2. As for the HOMO-LUMO gap (alpha / beta): 4.1 / 4.0 eV. Its multiplicity is 2.

---

Molecular formula: C48H53AsN4OPRh
Method: DFT, ωB97M-V/def2-TZVPD

```
109
C48H53AsN4OPRh ωB97M-V/def2-TZVPD
Rh 0.781 -1.174 -1.155
C 4.336 -0.584 3.160
C 3.292 0.220 2.419
C 1.893 -0.296 2.715
C 1.384 0.107 3.963
C 0.069 -0.224 4.283
C -0.713 -0.980 3.390
C -0.254 -1.441 2.224
C -1.113 -2.367 1.356
C -2.631 -2.517 1.683
C 1.089 -1.152 1.892
N 1.628 -1.627 0.695
C 2.705 -2.278 0.720
C 3.497 -2.463 -0.527
C 4.517 -3.230 -0.940
C 4.636 -2.910 -2.339
C 3.714 -1.940 -2.636
N 2.913 -1.683 -1.504
H 5.372 -0.304 2.922
H 4.239 -1.623 2.915
H 4.215 -0.461 4.298
H 3.419 0.187 1.304
H 3.258 1.216 2.727
H 1.991 0.799 4.499
H -0.413 0.245 5.135
H -1.706 -1.116 3.802
H -0.636 -3.402 1.391
H -1.027 -2.002 0.303
H -3.047 -1.558 2.000
H -2.777 -3.216 2.504
H -3.174 -2.795 0.748
H 3.103 -2.617 1.672
H 5.218 -3.767 -0.342
H 5.457 -3.220 -2.975
H 3.468 -1.462 -3.598
O 0.428 -1.070 -4.196
C 0.278 -1.100 -3.078
C -0.187 -4.316 -3.466
C 0.174 -6.460 -4.009
N 0.816 -6.765 -2.916
C -0.038 -6.793 -1.793
C -0.332 -5.310 -1.310
N 0.391 -4.423 -2.232
C 1.833 -4.740 -2.189
C 2.076 -6.157 -2.495
H -1.191 -3.996 -3.500
H 0.410 -3.959 -4.308
H 0.774 -6.322 -4.868
H -0.888 -6.718 -4.078
H 0.484 -7.240 -0.940
H -0.878 -7.387 -1.939
H -0.063 -5.228 -0.300
H -1.399 -5.065 -1.377
H 2.259 -4.561 -1.140
H 2.543 -4.327 -2.895
H 2.519 -6.722 -1.580
H 2.732 -6.149 -3.312
C -0.388 1.836 1.111
C -0.916 3.260 1.060
As -2.911 3.167 0.341
C -3.640 2.263 1.932
C -3.058 2.330 3.243
C -3.679 1.672 4.315
C -4.790 0.893 4.026
C -5.244 0.634 2.723
C -4.589 1.327 1.675
C -3.578 4.889 0.537
C -2.986 5.941 -0.255
C -3.497 7.247 -0.155
C -4.582 7.466 0.661
C -5.311 6.423 1.244
C -4.835 5.157 1.206
P 0.547 1.223 -0.427
C 2.210 1.911 -0.466
C 3.219 1.634 -1.486
C 4.325 2.365 -1.606
C 4.709 3.245 -0.570
C 3.773 3.516 0.417
C 2.524 2.916 0.450
C -0.236 2.005 -1.860
C -1.419 1.380 -2.385
C -2.112 1.992 -3.386
C -1.721 3.271 -3.838
C -0.631 3.906 -3.303
C 0.131 3.238 -2.319
H -1.215 1.177 1.388
H 0.323 1.637 1.904
H -0.296 3.862 0.371
H -0.879 3.917 1.945
H -2.215 2.988 3.341
H -3.348 1.884 5.327
H -5.275 0.342 4.738
H -6.014 -0.092 2.544
H -5.109 1.251 0.731
H -2.046 5.738 -0.880
H -2.957 7.970 -0.816
H -4.949 8.448 0.776
H -6.214 6.727 1.778
H -5.348 4.417 1.721
H 3.061 0.851 -2.258
H 5.060 2.203 -2.389
H 5.684 3.766 -0.538
H 3.933 4.260 1.175
H 1.813 3.286 1.124
H -2.020 0.625 -1.882
H -3.023 1.556 -3.814
H -2.354 3.801 -4.527
H -0.389 4.939 -3.556
H 1.017 3.783 -1.874
```

The energy relative to the best compared isomer or geometry (same formula, charge and spin) is 96.0 kcal per mole. Its LUMO energy (alpha / beta) is -4.55 / -8.46 eV. The expectation value of S² is 6.03. The net charge is +2. As for the HOMO-LUMO gap (alpha / beta): 6.1 / 3.3 eV. Its multiplicity is 5.